84
Properties=species:S:1:pos:R:3:forces:R:3 method="wB97M-V/def2-TZVPD" s_squared=2.016 spin_multiplicity=3 e_lumo_ev="0.637 / -2.016" homo_lumo_gap_ev="4.731 / 5.829"
Pd 0.293757 0.010235 2.536895 0.076 -0.465 -1.154
C -1.806105 1.903738 -5.628428 -0.412 -0.066 0.128
C -1.875775 0.678939 -5.097972 -0.540 0.269 -0.310
C -1.086595 -0.536290 -5.487007 0.386 -0.206 0.038
C 0.298763 -0.282922 -6.122525 -0.046 -0.353 -0.174
C 1.228987 0.588835 -5.321152 0.395 0.040 0.086
C 1.300582 1.921721 -5.353093 0.460 -0.104 -0.258
C 0.515258 2.865273 -6.229471 -0.322 0.129 0.084
C -0.870523 2.374314 -6.708672 0.089 0.305 -0.380
C 1.834860 0.608461 3.785866 0.120 1.259 0.398
H -2.548425 2.662917 -5.336673 0.377 -0.431 0.243
H -2.664236 0.463856 -4.365897 0.256 0.254 -0.216
H -1.662478 -1.146660 -6.207171 0.024 0.198 0.307
H -0.973827 -1.162845 -4.586351 0.070 0.106 -0.240
H 0.782621 -1.265131 -6.255736 -0.164 0.308 -0.015
H 0.155670 0.132383 -7.125108 0.186 -0.336 0.265
H 1.965167 0.023145 -4.730343 -0.373 0.466 0.038
H 2.080677 2.432603 -4.774221 -0.274 -0.382 -0.034
H 1.096675 3.117173 -7.136180 -0.028 -0.089 0.377
H 0.401939 3.813302 -5.676997 -0.055 -0.256 -0.181
H -1.351670 3.222846 -7.224792 0.165 -0.309 0.113
H -0.727486 1.594577 -7.464114 -0.198 0.392 0.125
H 1.302968 1.362560 4.385624 0.680 -0.051 0.193
H 2.694104 1.034775 3.251287 -0.050 -0.045 0.644
H 2.095006 -0.270505 4.385294 0.047 0.224 -0.018
P 1.871098 -0.421278 0.965746 0.344 -0.539 0.836
P -1.117392 -0.730764 0.950580 -0.768 1.539 0.711
N 2.898169 0.866349 0.460159 0.455 0.454 -0.338
N 2.989903 -1.684833 1.380568 1.113 -0.754 0.193
N -1.844518 0.543584 0.039581 -0.398 0.389 -1.095
N -2.514626 -1.634794 1.366159 -0.887 -1.099 -0.244
C 1.150746 -1.027514 -0.585301 0.130 0.045 -0.655
C -0.217523 -1.676579 -0.327044 -0.300 -0.399 -0.222
C 2.753796 2.201247 0.861132 0.634 0.001 -0.555
C 3.671999 2.973837 0.171306 -0.582 -0.844 0.279
C 4.410593 2.099036 -0.691556 -0.632 -0.762 0.377
C 3.919156 0.818279 -0.498952 -0.122 0.856 0.176
C 3.843967 -1.611994 2.492031 -0.127 -0.714 -0.588
C 4.544437 -2.799614 2.593861 -0.496 0.461 -0.353
C 4.103145 -3.655264 1.536072 -0.616 0.642 -0.098
C 3.134173 -2.964692 0.827767 0.591 0.327 0.430
C -2.049629 1.861225 0.471674 -0.162 -0.161 -0.863
C -2.491657 2.613041 -0.603850 0.241 -0.735 0.476
C -2.554522 1.747511 -1.737488 0.095 -0.777 0.393
C -2.181758 0.486525 -1.313407 -0.011 0.966 0.091
C -3.596917 -1.925102 0.522452 -0.034 -0.704 0.943
C -4.411432 -2.850506 1.152052 0.818 0.607 -0.091
C -3.825025 -3.151761 2.424897 0.761 0.630 -0.405
C -2.662335 -2.409791 2.526480 -0.621 0.047 -0.600
H 1.838583 -1.714055 -1.095535 -0.225 0.197 0.008
H 1.057848 -0.138694 -1.229910 -0.145 -0.227 0.133
H -0.794639 -1.773158 -1.255731 0.201 -0.056 0.248
H -0.123047 -2.690751 0.093113 0.114 0.250 -0.061
H 2.021477 2.457599 1.610649 0.012 -0.021 -0.074
H 3.794062 4.043542 0.263195 -0.022 -0.135 0.047
H 5.199163 2.390090 -1.371985 -0.081 -0.139 0.089
H 4.187272 -0.119627 -0.957669 0.063 0.008 0.046
H 3.831195 -0.745861 3.133367 0.151 -0.023 -0.171
H 5.285847 -3.033389 3.345016 -0.101 0.063 -0.074
H 4.449321 -4.658601 1.329365 -0.123 0.110 0.016
H 2.521743 -3.269820 -0.005794 0.179 -0.053 0.029
H -1.870132 2.143850 1.498877 0.085 -0.165 -0.260
H -2.756296 3.659730 -0.593461 0.103 -0.067 0.102
H -2.829810 2.001196 -2.750756 -0.006 0.057 0.165
H -2.117159 -0.445528 -1.855524 -0.002 0.242 -0.033
H -3.691279 -1.436430 -0.431579 -0.050 -0.006 0.026
H -5.317775 -3.271557 0.750925 -0.048 0.071 -0.023
H -4.210677 -3.830072 3.169804 0.036 0.062 -0.011
H -1.946651 -2.320472 3.326037 -0.047 -0.042 -0.157
C -0.076897 -2.274448 5.097841 0.391 -0.263 -0.244
C -0.933768 -1.090334 5.200001 -0.472 1.756 -0.724
C -1.873318 -0.813915 6.226080 -1.254 1.615 0.528
C -2.404434 0.456316 5.963871 0.074 -1.680 1.060
C -1.784499 0.922022 4.774035 0.993 -1.632 -0.215
C -1.966662 2.241528 4.153559 0.126 0.444 -0.223
N -0.937715 -0.049327 4.321011 0.055 -0.222 0.394
H 0.565691 -2.344384 5.982869 -0.133 -0.067 -0.036
H 0.570087 -2.236652 4.217648 -0.137 0.045 0.019
H -0.698911 -3.174078 5.052412 0.120 -0.043 0.096
H -2.091173 -1.492426 7.032565 -0.152 0.098 0.186
H -3.147366 1.022386 6.507504 0.061 -0.193 0.157
H -2.936200 2.299258 3.636073 0.159 0.006 0.157
H -1.944331 3.017017 4.934176 -0.130 -0.187 -0.222
H -1.173302 2.455588 3.429929 -0.088 -0.137 0.161

***

60
Properties=species:S:1:pos:R:3:forces:R:3 method="wB97M-V/def2-TZVPD" spin_multiplicity=1 e_lumo_ev=-3.547 charge=+1 homo_lumo_gap_ev=7.262
Sc 0.502649 0.036410 -0.791467 -3.011 -1.006 1.083
C 1.999267 -1.871148 3.282040 0.001 0.022 -0.162
C 1.590081 -1.010318 2.086191 0.118 -0.011 0.117
N 1.600054 -1.666363 0.749598 -0.071 0.052 -0.134
C 3.003075 -2.036210 0.420815 0.024 -0.037 -0.195
C 3.214940 -2.746950 -0.910841 -0.018 0.047 0.104
C 0.719517 -2.859517 0.733705 -0.108 0.024 -0.223
C -0.006775 -2.982055 -0.600344 0.136 0.061 0.039
N -0.634261 -1.695993 -0.922220 0.044 -0.174 0.311
C -1.957443 -1.617720 -1.255107 -0.678 -0.007 -0.384
C -2.379791 -0.426329 -1.868893 0.190 -0.155 0.086
F -1.370461 0.483972 -2.110933 -0.134 -0.081 -0.055
C -3.670892 -0.116787 -2.211257 -0.041 -0.028 -0.038
F -3.934949 1.065764 -2.769276 0.039 0.031 -0.025
C -4.680809 -1.029480 -1.979877 0.004 -0.088 0.058
C -4.317968 -2.222519 -1.385429 -0.039 0.140 -0.089
F -5.257263 -3.127277 -1.117855 -0.019 -0.058 0.025
C -3.014399 -2.520740 -1.022631 0.180 0.124 0.066
F -2.809348 -3.683993 -0.376193 0.055 -0.019 0.010
H 1.956509 -1.260179 4.183199 -0.036 -0.002 0.007
H 3.017295 -2.243847 3.194457 0.019 -0.011 0.039
H 1.329495 -2.719731 3.420588 0.007 -0.011 0.012
H 2.253296 -0.145171 2.023310 -0.024 0.007 -0.037
H 0.579905 -0.646315 2.266689 -0.022 0.010 -0.033
H 3.390763 -2.691809 1.203560 0.014 0.037 0.067
H 3.593319 -1.119005 0.445104 -0.022 0.001 0.067
H 2.822187 -3.762820 -0.894826 -0.012 -0.002 -0.027
H 4.287814 -2.818176 -1.089289 -0.003 -0.022 -0.002
H 2.775102 -2.212729 -1.750156 0.003 -0.025 -0.031
H -0.030219 -2.749340 1.518808 0.030 0.019 0.043
H 1.289393 -3.769800 0.940558 -0.008 -0.003 0.084
H -0.716238 -3.799573 -0.541535 -0.030 -0.049 -0.021
H 0.700835 -3.226396 -1.393282 -0.010 -0.068 0.002
H -5.709212 -0.824515 -2.236281 0.012 0.023 -0.016
N -1.834969 -0.431795 1.795830 0.001 0.123 -0.009
C -1.418521 0.839949 1.738290 -0.058 -0.126 -0.043
N -1.729412 1.622394 2.756027 -0.042 0.085 0.195
C -1.329369 2.889914 2.660270 -0.053 -0.280 -0.153
N -1.536760 3.699222 3.691105 0.051 0.019 0.011
N -0.751815 3.417580 1.556501 0.066 0.202 -0.069
C -0.468262 2.571121 0.605276 -0.161 0.007 0.295
N -0.693538 1.234356 0.650797 -0.052 0.431 0.209
C 0.095308 3.138220 -0.646978 0.086 0.158 -0.194
C 0.155410 4.510324 -0.829452 -0.012 -0.102 0.078
C 0.635219 5.001836 -2.033340 0.017 -0.072 -0.027
C 1.018650 4.104243 -3.014149 -0.005 0.070 0.038
C 0.926424 2.747689 -2.748832 0.020 -0.124 -0.088
N 0.487941 2.267434 -1.586889 -0.360 0.192 0.182
H -2.455459 -0.673111 2.550067 -0.002 -0.038 0.008
H -1.775680 -1.023447 0.981978 0.049 -0.029 -0.013
H -1.952341 3.335271 4.530269 -0.031 0.017 0.012
H -1.247593 4.659368 3.635124 -0.006 0.019 0.010
H -0.177956 5.156691 -0.032662 0.021 0.032 -0.006
H 0.703828 6.067596 -2.202507 -0.019 0.003 -0.002
H 1.388143 4.441083 -3.971911 -0.006 -0.022 -0.007
H 1.214206 2.014991 -3.492838 0.028 0.001 0.014
O 3.736383 1.032079 -1.892895 -0.650 -0.302 0.243
N 2.695884 0.620868 -1.469020 2.158 0.730 -0.458
O 2.288930 0.847760 -0.287002 1.339 0.416 0.346
O 1.889879 -0.074978 -2.183987 1.034 -0.149 -1.318

***

18
Properties=species:S:1:pos:R:3:forces:R:3 method="wB97M-V/def2-TZVPD" spin_multiplicity=1 e_lumo_ev=3.554 charge=-1 homo_lumo_gap_ev=7.405
C -2.725798 0.417441 0.647225 0.739 -0.157 0.555
C -1.856917 -0.385611 1.401729 0.960 -0.386 -2.131
C -2.487374 0.448336 -0.748781 -0.474 1.157 0.451
C -0.932029 -1.137182 -0.200169 -2.199 0.789 1.907
C 1.152199 0.205876 -0.476104 -1.429 2.776 -2.221
C 0.530625 -1.155808 -0.502581 0.969 0.598 2.171
O -1.548495 -0.792300 2.503293 -0.412 0.630 -0.670
O -2.981160 1.256880 -1.519397 -0.359 -0.121 -0.282
O -1.610516 -0.449243 -1.211373 1.180 -1.184 -0.764
O -3.573293 1.408396 1.140215 0.296 -0.358 1.693
O 1.231962 -1.995813 0.434188 0.484 -0.564 -2.032
Cl -1.464764 -2.831733 -0.031295 -0.439 -0.574 -0.445
H 0.868183 0.761369 -1.503319 0.757 -1.197 2.080
H 2.232707 0.117353 -0.423551 0.027 0.175 0.189
H 0.687134 0.880349 0.266167 0.614 -0.415 0.127
H 0.774428 -1.456026 -1.488130 -0.203 -1.440 -0.967
H -4.156446 1.788965 0.489036 0.173 -0.341 -0.903
H 1.043353 -1.751650 1.319240 -0.682 0.613 1.242

***

17
Properties=species:S:1:pos:R:3:forces:R:3 method="wB97M-V/def2-TZVPD" spin_multiplicity=1 e_above_lowest_kcal_mol=156.48 e_lumo_ev=1.167 charge=-1 homo_lumo_gap_ev=4.967
C -0.931045 0.324323 1.385567 -0.553 1.278 -2.708
C 0.136992 -0.363968 0.511469 -2.400 -4.217 -0.094
C 1.223907 -1.193349 1.167661 0.812 1.360 -0.189
S 2.033350 -0.005704 2.302147 0.900 -0.403 0.154
H -1.407385 1.145161 0.741034 0.950 -1.085 0.715
H -0.321850 0.782559 2.104471 -0.053 0.453 1.966
H -1.855405 -0.227932 1.636022 0.992 -0.555 0.260
H -0.287975 -0.824570 -0.406484 0.154 0.267 0.498
H 0.555331 0.575568 -0.027484 1.856 1.870 -1.451
H 2.003629 -1.582505 0.439818 -1.227 0.281 0.721
H 0.816904 -2.059420 1.758030 -0.035 0.873 -0.601
H 1.197513 0.970151 -0.685005 -1.375 -1.048 1.710
H -0.351791 1.887816 -0.955394 0.619 1.286 0.234
O -1.079516 1.381112 -1.270066 -0.412 -0.317 -1.181
H -0.207550 -0.437059 -3.594825 -0.191 -0.054 0.188
H -0.740930 0.241635 -2.266468 -0.592 -0.083 -0.041
O -0.784179 -0.613818 -2.840493 0.556 0.096 -0.181

***

36
Properties=species:S:1:pos:R:3:forces:R:3 method="wB97M-V/def2-TZVPD" spin_multiplicity=1 e_above_lowest_kcal_mol=49.91 e_lumo_ev=0.485 homo_lumo_gap_ev=9.606
C -0.206792 1.193343 2.019865 -1.463 0.603 0.657
C -0.905223 0.385763 0.958893 -2.559 1.437 -1.156
C -0.108459 0.683340 3.450357 -2.118 0.599 -0.683
C -0.966508 -1.534574 -0.570647 0.293 -1.808 1.407
C -2.341144 -2.254265 -0.451885 1.900 0.012 0.400
C 0.213149 -2.444724 -0.835165 0.152 -1.067 -1.525
C 1.564013 -1.806246 -1.108444 1.652 0.072 -1.467
C 1.640969 -0.670721 -2.217940 0.241 -2.706 -0.885
C 1.431307 1.550877 -1.241140 0.642 -1.107 -0.556
H -1.284959 2.942691 2.754443 1.519 -1.372 -1.839
H -1.372087 2.529627 1.148575 -0.867 0.333 -0.774
H 0.776484 1.171870 1.708099 2.435 0.264 -1.113
H 0.087120 -0.396097 3.389629 0.431 0.410 0.765
H 0.645041 1.361145 3.891766 -0.390 -0.984 0.414
H -1.157127 0.858837 3.851788 1.416 -0.389 0.227
H -0.205240 -1.327791 1.459782 0.501 -1.009 -0.344
H -1.155711 -0.783140 -1.283248 0.402 1.033 -0.977
H 0.089427 -2.884353 -1.837059 -0.869 -0.785 0.595
H 0.287491 -3.236863 -0.016869 -0.186 0.898 -1.267
H 2.016592 -1.443712 -0.232420 0.627 0.771 1.264
H 2.281481 -2.629692 -1.466183 -1.089 1.031 0.445
H 2.638043 -0.361357 -2.522454 0.647 -0.711 0.566
H 1.206326 -1.071138 -3.152837 0.152 -0.262 0.314
H 0.200294 0.729506 -2.591253 -0.799 0.167 -0.572
H 2.658116 2.299594 -0.077257 0.187 0.125 0.254
H -0.133252 2.406993 -0.679821 0.485 1.281 -0.536
H 0.034532 2.727538 -2.256899 0.895 -0.252 0.474
H -3.005823 -0.484751 -0.357542 0.718 1.589 0.076
N -0.732217 2.554599 1.899143 0.114 1.220 3.287
N -0.644459 -0.886959 0.675957 -0.008 1.338 1.475
N 0.949531 0.503784 -1.997746 -0.414 1.812 1.537
N 2.465619 1.386209 -0.472627 -1.618 0.670 -1.102
N 0.592766 2.700280 -1.383667 -1.156 -0.308 1.385
O -1.741374 1.039537 0.278844 0.564 -1.685 -0.612
O -2.517072 -3.428577 -0.369030 -0.003 -0.637 -0.189
O -3.300851 -1.380573 -0.365011 -2.431 -0.584 0.054

***

30
Properties=species:S:1:pos:R:3:forces:R:3 method="wB97M-V/def2-TZVPD" spin_multiplicity=1 e_above_lowest_kcal_mol=87.17 e_lumo_ev=-0.612 smiles=O.O.O.O.O.O.O.O.O.O homo_lumo_gap_ev=10.590
H 0.152244 0.603742 -0.577893 -0.082 -0.235 -0.140
H -0.326937 -0.047155 0.709260 -0.020 0.133 0.266
H 2.408539 2.499770 -0.797221 0.032 0.184 -0.122
H 2.143999 3.474938 0.338168 -0.030 0.175 -0.003
H -0.402625 -1.877023 0.169745 -0.336 -0.297 -0.268
H 0.281826 -3.116069 0.723219 -0.204 -0.050 0.021
H -4.498957 -0.587074 -1.812386 -0.077 -0.005 0.048
H -5.426522 -1.667427 -2.343894 -0.035 0.079 0.057
H -0.266269 2.394702 -0.979868 -0.323 0.330 0.004
H -1.396162 2.403333 -1.996385 0.067 -0.022 0.049
H -0.550034 3.570810 3.894832 -0.070 -0.001 -0.073
H -0.238376 2.230280 3.249939 -0.086 0.022 -0.015
H 0.590161 -2.046813 3.460173 0.014 -0.092 -0.143
H 0.825403 -2.709019 4.807833 0.083 -0.049 -0.082
H -0.097733 -3.250834 -2.274588 -0.115 -0.011 -0.119
H -0.638051 -4.490074 -1.580050 -0.111 0.047 0.031
H 2.507388 -0.852587 0.879079 0.061 -0.097 0.169
H 2.703963 0.652070 0.965146 0.139 -0.011 0.164
H 2.007616 0.699317 -2.777877 -0.012 0.006 -0.223
H 1.243499 1.555511 -3.774421 -0.149 0.015 0.077
O -0.649967 0.361849 -0.101517 0.241 -0.067 -0.022
O 2.455069 3.436076 -0.573268 0.001 -0.335 0.169
O -0.484157 -2.546786 0.858047 0.447 0.426 0.666
O -5.432363 -0.805346 -1.912879 0.131 -0.084 -0.089
O -0.496065 2.719003 -1.857942 0.154 -0.063 -0.097
O -0.771639 3.024500 3.132320 0.201 -0.041 0.076
O 1.205314 -2.624313 3.926083 -0.113 0.087 0.123
O -0.773849 -3.538473 -1.650792 0.272 -0.123 -0.381
O 2.430875 -0.109822 1.488534 -0.227 0.130 -0.328
O 1.493808 0.642913 -3.591395 0.146 -0.049 0.185

***

Computed DFT total energy (Eh) in order:
-2367.49667 -2654.54641 -1068.64946 -669.37155 -853.82585 -764.34301